No. 1
Molecular formula: C3H11Cl2NSi2
Method: DFT, ωB97M-V with the def2-TZVPD basis set

Calculated values
Energy relative to the best compared isomer or geometry (same formula, charge and spin), kcal per mole: 62.1
HOMO energy, eV: -9.21
SMILES string: CC(C)N[Si]([SiH3])(Cl)Cl
Frontier orbital gap, eV: 9.81

Structure (XYZ):
```
19
C3H11Cl2NSi2 (ωB97M-V with the def2-TZVPD basis set)
C 2.09 -0.26 0.49
C 0.91 0.58 -0.02
C 1.25 2.11 -0.21
N -0.33 0.49 0.77
Si -1.93 -0.12 0.08
Si -1.86 -2.26 -0.63
Cl -2.48 0.96 -1.64
Cl -3.40 0.16 1.50
H 2.70 -0.78 -0.30
H 2.68 0.46 1.14
H 1.71 -1.17 1.00
H 0.55 0.20 -0.90
H 1.30 2.48 0.81
H 0.42 2.63 -0.70
H 2.09 2.15 -0.85
H -0.25 0.83 1.74
H -3.04 -2.95 -0.27
H -0.76 -3.13 0.13
H -1.68 -2.38 -2.15
```


No. 2
Molecular formula: C3H11N
Method: DFT, ωB97M-V with the def2-TZVPD basis set

Calculated values
Energy relative to the best compared isomer or geometry (same formula, charge and spin), kcal per mole: 15.7
HOMO energy, eV: -9.30
SMILES string: CCN.C
Frontier orbital gap, eV: 10.35

Structure (XYZ):
```
15
C3H11N (ωB97M-V with the def2-TZVPD basis set)
C -2.47 -1.79 0.98
C -1.41 -0.84 1.54
N -0.65 -0.30 0.39
H -3.32 -1.19 0.70
H -2.05 -2.43 0.20
H -2.72 -2.60 1.70
H -1.81 0.09 1.91
H -0.86 -1.51 2.23
H 0.09 0.30 0.72
H -0.23 -1.05 -0.14
C 3.09 2.24 -2.01
H 3.10 1.81 -3.03
H 3.92 1.85 -1.45
H 2.09 2.09 -1.67
H 3.21 3.34 -2.07
```


No. 3
Molecular formula: C3H11N2
Method: DFT, ωB97M-V with the def2-TZVPD basis set

Calculated values
Energy relative to the best compared isomer or geometry (same formula, charge and spin), kcal per mole: 13.4
HOMO energy, eV: -14.83
Charge: +1
Frontier orbital gap, eV: 10.58

Structure (XYZ):
```
16
C3H11N2 (ωB97M-V with the def2-TZVPD basis set)
C -0.88 -1.93 -0.78
C 0.45 -2.12 -0.03
H -1.46 -1.19 -0.21
H -1.42 -2.88 -0.86
H -0.66 -1.50 -1.78
H 0.35 -2.27 1.06
H 0.89 -3.07 -0.35
H 1.09 -1.27 -0.19
N -0.28 1.39 1.27
C -0.05 1.86 0.05
N 0.94 2.65 -0.25
H 0.43 1.49 1.97
H -1.19 1.00 1.48
H -0.89 1.84 -0.65
H 0.92 3.26 -1.06
H 1.76 2.74 0.33
```